The following is a DFT calculation (ωB97M-V with the def2-TZVPD basis set) of a structure of composition C23H20ClIrNO2P at a distorted geometry.

```
49
Properties=species:S:1:pos:R:3:forces:R:3
C -2.37930 1.82260 3.07334 -2.6 0.1 -0.6
C -2.51223 1.47240 1.67261 -2.4 0.8 0.1
C -2.65613 0.03470 1.55807 -2.6 -0.2 -0.1
H -2.50163 2.17372 0.84427 0.1 -0.2 0.3
C -2.63339 -0.54355 2.89109 -3.2 0.4 -0.3
C -2.48554 0.57447 3.85258 -2.1 -0.1 0.5
H -2.36780 0.48945 4.93312 -0.2 0.0 -0.4
H -2.18656 2.82302 3.45195 -0.1 -0.3 0.0
H -2.84328 -0.51371 0.63294 0.2 0.2 0.4
H -2.74107 -1.60019 3.11654 0.1 0.3 0.1
Ir -0.88732 0.45940 2.65979 11.3 0.1 0.9
Cl 0.36723 -1.44623 2.89454 0.6 -1.6 0.1
P 0.22695 -0.15381 -0.09866 0.9 -0.1 -1.4
C -0.77519 -1.42237 -0.91028 -0.2 0.0 0.3
C -1.17060 -1.27523 -2.25267 0.1 -0.2 0.5
H -0.93426 -0.35405 -2.78677 -0.1 -0.4 0.0
C -1.82843 -2.33226 -2.87461 0.1 0.2 0.1
H -2.11062 -2.21233 -3.91532 0.0 -0.2 0.1
C -2.10500 -3.50444 -2.16911 0.0 0.1 0.0
H -2.61238 -4.32376 -2.67886 0.1 0.2 0.2
C -1.74297 -3.63236 -0.82379 0.0 0.2 0.0
H -1.96746 -4.54346 -0.27545 0.0 0.1 -0.1
C -1.08879 -2.58879 -0.17729 0.2 0.3 -0.4
H -0.79601 -2.66553 0.87625 -0.1 0.0 -0.5
C 0.11150 1.38295 -1.06555 -0.2 -0.1 0.5
C -1.16094 1.88561 -1.41457 0.3 0.2 0.0
H -2.07311 1.33965 -1.14689 0.4 0.2 -0.2
C -1.24536 3.08538 -2.11580 0.0 -0.2 0.1
H -2.22636 3.48135 -2.36510 0.2 0.0 -0.1
C -0.08174 3.76427 -2.48932 0.1 -0.1 0.1
H -0.15072 4.69485 -3.05103 0.0 -0.2 0.1
C 1.17509 3.26854 -2.13221 -0.1 -0.2 0.2
H 2.08808 3.78272 -2.41859 -0.2 0.0 0.0
C 1.28217 2.10006 -1.38134 -0.4 -0.2 -0.1
H 2.25151 1.70896 -1.06198 -0.3 0.2 -0.2
C 1.95427 -0.72214 -0.17858 0.1 0.2 0.5
C 2.35212 -1.50095 -1.28014 -0.1 0.4 0.5
H 1.60219 -1.79592 -2.01770 0.4 0.0 0.1
C 3.69401 -1.84699 -1.40026 -0.3 0.1 0.1
H 3.98973 -2.41611 -2.27433 0.2 0.0 0.2
C 4.60998 -1.46684 -0.41617 -0.2 0.0 0.0
H 5.65127 -1.75535 -0.52940 -0.1 0.1 0.1
C 4.20003 -0.72730 0.69869 -0.1 0.0 -0.2
H 4.91432 -0.44563 1.46837 -0.1 -0.1 -0.2
C 2.87075 -0.33283 0.82676 -0.3 -0.2 -0.5
H 2.53005 0.25748 1.68519 0.2 -0.3 -0.4
O 2.28736 2.21781 4.09258 -0.9 -0.5 -1.0
N 1.17685 1.84793 3.86015 0.3 0.5 1.7
O 0.92874 1.45480 2.61295 1.1 0.6 -1.1
```
Forces are in eV/Å.

## Properties
Multiplicity: 6
Energy above the lowest of the compared OMol25 structures with the same formula, charge and spin in kcal per mole: 0.0
E_LUMO (alpha / beta) in eV: -2.60 / -6.65
Total charge: +1
HOMO energy (alpha / beta) in Ha: -0.342 / -0.442


The following is a DFT calculation (ωB97M-V with the def2-TZVPD basis set) of a structure of composition C11H8Br2Cl24NO5S2 at a distorted geometry.

```
53
Properties=species:S:1:pos:R:3:forces:R:3
C 3.62142 -2.18761 2.84645 -0.9 -0.2 0.7
C 2.77232 -0.88878 2.81947 0.2 -0.6 -0.4
Br 4.05776 0.64127 2.58772 -0.4 -0.2 0.3
C 1.76297 -0.81426 1.65272 -0.6 1.6 0.9
S 0.28273 -1.86531 1.92384 -0.8 -1.9 -1.0
O -0.04981 -2.37442 0.60113 0.8 0.3 0.3
O 0.67654 -2.93800 2.81362 0.2 0.9 0.7
N -0.96610 -0.91676 2.43178 0.2 -0.8 0.3
S -2.00412 -1.71546 3.41986 2.0 -1.4 2.0
O -1.51166 -1.64997 4.79046 -0.6 1.0 -0.3
O -2.29269 -3.08898 3.07469 -0.6 0.6 -1.0
C -3.57253 -0.79329 3.43625 0.8 0.2 -0.7
C -4.39448 -0.81714 2.12714 1.3 -1.5 1.4
O -5.02017 0.12233 1.87045 -1.7 2.4 -0.9
Br -4.49860 -2.31549 0.89782 0.0 -0.5 0.8
H 3.69407 -2.61694 1.83193 0.3 0.3 0.4
H 3.05219 -2.91305 3.46355 0.2 0.3 -0.5
H 4.59844 -2.06326 3.34344 -0.4 0.1 -0.5
H 2.24471 -0.69737 3.77096 0.5 0.0 -0.5
H 2.20189 -0.99696 0.66201 -0.4 -0.6 0.6
H 1.38026 0.23032 1.62051 0.1 -0.6 0.0
H -3.35816 0.27586 3.63550 0.0 -0.6 -0.3
H -4.13674 -1.15530 4.31522 0.3 -0.3 -0.7
C -2.38349 -0.22133 -1.79389 0.1 0.0 0.6
Cl -4.12515 -0.60688 -1.82852 0.4 0.1 -0.6
Cl -1.55878 -1.12339 -3.08140 -0.1 0.0 -0.1
Cl -2.15227 1.52092 -2.05831 0.2 -0.2 0.0
Cl -1.70211 -0.66804 -0.23720 -0.8 0.7 -1.1
C 4.07777 0.45040 -2.27356 -0.2 -0.1 -0.1
Cl 4.96868 1.94238 -2.62550 0.2 -0.4 -0.3
Cl 3.96065 0.22652 -0.51711 0.4 0.1 -0.6
Cl 2.45085 0.55656 -2.96378 0.1 0.0 0.1
Cl 4.93459 -0.92853 -2.98268 -0.2 0.3 0.2
C 2.99303 4.95780 -0.73119 -0.1 -0.2 0.1
Cl 3.30214 3.25645 -0.37464 -0.4 0.5 0.4
Cl 2.93827 5.19257 -2.48719 0.0 0.0 0.1
Cl 1.44355 5.44102 -0.02413 0.1 0.0 -0.1
Cl 4.29026 5.95175 -0.04455 -0.1 0.0 0.0
C 7.20586 -4.11290 -1.95347 -0.1 0.0 0.1
Cl 7.14128 -3.01728 -3.34387 0.3 -0.3 0.0
Cl 8.35213 -3.48232 -0.76109 -0.1 0.0 -0.1
Cl 5.60082 -4.23333 -1.22351 0.1 0.0 -0.1
Cl 7.73412 -5.71635 -2.49035 0.0 0.1 0.0
C -6.67071 3.05732 -0.21947 0.1 -0.3 0.0
Cl -5.78097 1.67816 -0.86945 -0.4 0.3 0.5
Cl -7.01929 2.79048 1.49376 0.0 0.1 -0.1
Cl -5.69397 4.52757 -0.39947 0.0 0.0 0.0
Cl -8.19448 3.25158 -1.10819 0.0 0.0 0.0
C -4.92923 2.17003 -5.00608 0.1 0.0 0.1
Cl -6.46547 1.30227 -4.85241 0.1 0.0 0.0
Cl -3.63637 1.01876 -5.37051 -0.1 0.1 0.0
Cl -5.05028 3.35661 -6.31942 0.0 0.0 0.0
Cl -4.57172 2.99973 -3.48931 -0.2 0.2 -0.6
```
Forces are in eV/Å.

## Properties
E_LUMO in eV: 1.60
Total charge: -1
HOMO energy in Ha: -0.222


The following is a DFT calculation (ωB97M-V with the def2-TZVPD basis set) of a structure of composition C49H38GaN2O6P2S3 at a distorted geometry.

```
101
Properties=species:S:1:pos:R:3:forces:R:3
Ga 0.43778 -0.44552 -0.71863 -0.9 -0.5 -0.3
O 0.30688 1.31218 0.97367 -0.1 0.1 0.2
C -0.01732 1.08478 2.30097 -0.3 -0.4 0.7
C -0.39282 2.09478 3.18117 -0.1 0.1 -0.3
C -0.69082 1.78728 4.49727 0.0 -0.1 -0.2
C -0.60422 0.48128 4.95617 0.0 -0.2 0.0
C -0.29132 -0.53242 4.07147 0.1 0.1 -0.1
C -0.03092 -0.24362 2.73207 0.1 0.1 -0.5
P 0.10798 -1.58752 1.52377 -0.3 0.2 0.2
C -1.47782 -2.47492 1.62827 0.3 0.1 -0.2
C -2.55832 -1.96642 2.34167 0.2 -0.1 0.1
C -3.77362 -2.62892 2.32577 0.0 -0.1 0.0
C -3.91242 -3.81252 1.62007 0.0 0.1 0.0
C -2.84532 -4.31092 0.88737 0.1 -0.1 -0.1
C -1.63942 -3.63282 0.86677 0.1 0.0 0.1
C 1.40718 -2.66062 2.21797 0.0 0.1 -0.4
C 2.58518 -2.03212 2.61737 -0.1 0.0 0.0
C 3.63608 -2.78672 3.10337 0.1 0.0 0.0
C 3.52588 -4.16522 3.19077 0.0 0.0 0.0
C 2.35118 -4.79012 2.80867 0.0 -0.1 0.0
C 1.29528 -4.04382 2.31457 -0.2 0.1 0.0
C 0.89388 2.51118 0.61167 0.2 0.7 -0.4
C 1.65688 3.28168 1.47527 0.0 -0.2 0.1
C 2.14148 4.50198 1.04307 -0.1 -0.1 -0.1
C 1.89338 4.94838 -0.24543 0.0 0.0 -0.1
C 1.23508 4.12868 -1.14033 -0.1 0.0 0.1
C 0.72728 2.90218 -0.71913 -0.2 -0.5 0.2
P 0.05258 1.70568 -1.89973 -0.3 0.3 0.1
C 0.96848 2.13618 -3.41253 -0.1 -0.4 0.1
C 0.35498 2.73078 -4.51363 -0.1 0.0 0.2
C 1.13378 3.21208 -5.55413 0.0 0.0 0.0
C 2.51388 3.09268 -5.49953 -0.1 0.0 0.0
C 3.11978 2.46138 -4.42283 0.1 0.0 0.0
C 2.35408 1.98228 -3.37693 -0.1 0.0 0.0
C -1.70062 2.01708 -2.19373 0.4 -0.1 0.0
C -2.44332 2.89598 -1.41323 0.2 0.1 -0.1
C -3.80922 2.99178 -1.61233 0.0 0.1 0.0
C -4.43582 2.21218 -2.57203 0.0 0.0 0.0
C -3.68932 1.35718 -3.36993 0.1 0.1 -0.1
C -2.32462 1.25488 -3.18093 0.1 0.1 0.0
H -0.46882 3.11718 2.84267 0.0 0.0 0.0
H -0.99382 2.57848 5.16487 0.0 0.1 0.1
H -0.81352 0.24938 5.98827 0.0 0.0 0.1
H -0.24482 -1.56102 4.40227 -0.1 -0.1 0.0
H -2.45582 -1.05492 2.91027 -0.1 0.1 0.0
H -4.61432 -2.20992 2.85597 -0.1 0.0 0.1
H -4.85252 -4.34212 1.63197 -0.1 0.0 0.0
H -2.95512 -5.22272 0.32067 0.0 -0.1 -0.1
H -0.81052 -4.00422 0.27227 0.0 -0.1 0.0
H 2.67578 -0.95722 2.56317 0.0 -0.1 0.1
H 4.54338 -2.29702 3.42057 0.1 0.1 0.0
H 4.35308 -4.75372 3.55467 0.1 -0.1 0.1
H 2.25578 -5.86242 2.89367 0.0 -0.1 0.0
H 0.37918 -4.53822 2.03487 -0.1 -0.1 0.0
H 1.88418 2.91958 2.46497 0.0 0.1 0.0
H 2.72268 5.10788 1.71747 0.1 0.1 0.1
H 2.23538 5.92068 -0.56133 0.1 0.1 0.0
H 1.10568 4.43208 -2.16953 0.0 0.0 0.0
H -0.71962 2.84848 -4.54263 0.0 0.0 0.0
H 0.65898 3.69368 -6.39773 0.0 0.0 0.0
H 3.12088 3.49738 -6.29383 0.1 0.0 -0.1
H 4.19308 2.35678 -4.38773 0.1 0.0 0.0
H 2.83418 1.54528 -2.50873 0.0 0.0 0.0
H -1.94962 3.48978 -0.65643 0.0 0.1 0.1
H -4.40322 3.65648 -1.00653 -0.1 0.0 0.1
H -5.51022 2.24668 -2.65193 -0.1 0.0 0.0
H -4.17172 0.76008 -4.12893 -0.1 -0.1 0.0
H -1.72682 0.58838 -3.79423 -0.1 -0.1 -0.1
O 3.32388 0.84908 1.79167 0.3 -0.3 0.1
S 3.73428 0.56908 0.44837 -0.3 0.6 0.1
O 4.15248 1.67628 -0.35243 0.3 -0.2 -0.1
N 2.45378 -0.18332 -0.35433 0.9 -0.5 -0.1
C 2.88108 -1.27622 -0.97193 -1.1 0.3 -0.2
S 1.74028 -2.11602 -1.90023 -0.1 0.1 0.1
C 4.22818 -1.67742 -0.69463 1.4 -0.4 0.3
C 4.89698 -2.80612 -1.16523 -0.4 0.5 0.2
C 6.15228 -3.07862 -0.65553 0.2 0.0 0.1
C 6.72018 -2.26542 0.31827 -0.2 0.1 -0.1
C 6.06978 -1.11542 0.76617 0.2 0.2 0.2
C 4.83718 -0.82782 0.23677 -0.6 -0.2 -0.5
H 4.43718 -3.44582 -1.90223 -0.1 -0.1 -0.1
H 6.69038 -3.94232 -1.01303 0.1 -0.1 0.0
H 7.68758 -2.52042 0.72117 0.1 0.0 0.1
H 6.52028 -0.47922 1.51227 0.1 0.1 0.0
N -1.42422 -1.45452 -1.52993 0.6 -0.2 -0.1
C -2.71512 -0.97302 -1.07423 -0.4 0.1 0.3
C -3.89222 -1.40372 -1.67413 0.0 0.0 0.2
C -5.09962 -0.90122 -1.21683 0.3 -0.3 -0.1
C -5.10782 -0.00432 -0.17013 -1.0 0.7 0.5
C -3.94812 0.43058 0.42987 0.3 -0.3 -0.1
C -2.74302 -0.06332 -0.03183 0.1 -0.1 -0.2
S -6.68532 0.80008 0.31207 1.4 -0.8 -0.5
O -6.73242 1.80248 -0.74373 -0.5 0.3 0.1
O -6.40702 1.30938 1.63797 -0.2 0.1 0.1
O -7.63822 -0.28102 0.21257 -0.3 0.2 0.1
H -1.33222 -2.44672 -1.28113 0.0 0.3 0.0
H -1.40062 -1.43962 -2.55333 0.1 0.1 0.2
H -3.86272 -2.10462 -2.49563 0.0 -0.1 -0.1
H -6.04632 -1.19312 -1.64423 -0.1 -0.1 -0.1
H -4.02132 1.13108 1.24717 0.1 0.1 0.1
H -1.80242 0.25658 0.40707 0.0 0.1 0.1
```
Forces are in eV/Å.

## Properties
E_LUMO in eV: -4.18
Total charge: +1
HOMO energy in Ha: -0.360


The following is a DFT calculation (ωB97M-V with the def2-TZVPD basis set) of a structure of composition C32H40AsNO5PSSiTi.

```
83
Properties=species:S:1:pos:R:3:forces:R:3
Ti -1.78098 -0.36417 0.11029 0.3 0.5 0.2
O -1.12475 -1.95983 3.51859 -0.1 0.0 0.1
C -0.53860 -1.20686 2.77645 0.0 0.1 0.0
O -1.10896 -0.41659 1.90516 0.0 -0.2 0.1
C 0.97086 -1.11138 2.87229 0.0 0.0 -0.1
C 1.50842 -1.31074 4.14340 0.0 0.0 0.0
C 2.87173 -1.25655 4.35575 0.0 0.0 0.0
C 3.72966 -1.03411 3.28459 0.0 0.0 0.0
C 3.20826 -0.85832 2.01734 0.0 -0.1 0.0
C 1.82868 -0.87755 1.79140 -0.1 0.0 0.0
P 1.22591 -0.63201 0.06865 0.2 -0.1 -0.1
C 2.37820 -1.73963 -0.84681 0.0 0.0 0.1
C 2.05962 -3.09698 -0.84542 0.0 0.0 -0.1
C 2.87376 -4.01974 -1.48358 0.0 0.0 0.0
C 4.02096 -3.59523 -2.13915 0.0 0.0 0.0
C 4.35315 -2.24870 -2.14174 0.0 0.0 0.0
C 3.54107 -1.32608 -1.49440 -0.1 0.0 0.0
C 1.91499 1.01866 -0.33455 -0.1 0.0 0.0
C 2.35969 1.91268 0.63470 0.0 0.1 0.0
C 2.66495 3.22838 0.30116 0.0 0.0 0.0
C 2.54997 3.65996 -1.00958 0.0 0.0 0.0
C 2.12966 2.77099 -1.99340 0.0 0.0 0.0
C 1.80486 1.46720 -1.65667 0.0 0.0 0.0
H 0.82405 -1.50804 4.95668 0.0 0.0 0.0
H 3.26930 -1.39128 5.35347 0.0 0.0 0.0
H 4.80103 -1.00118 3.43628 0.0 0.0 0.0
H 3.88010 -0.70013 1.18196 0.0 0.0 0.0
H 1.16376 -3.42990 -0.34008 -0.1 0.0 0.0
H 2.60496 -5.06839 -1.47441 0.0 0.0 0.0
H 4.65634 -4.31249 -2.64305 0.0 0.0 0.0
H 5.25189 -1.91307 -2.64389 0.0 0.0 0.0
H 3.81609 -0.27924 -1.49737 0.0 0.0 0.0
H 2.45139 1.59463 1.66425 -0.1 0.0 0.0
H 2.96927 3.91704 1.07845 0.0 0.0 0.0
H 2.77710 4.68651 -1.26528 0.0 0.0 0.0
H 2.04263 3.09971 -3.02184 0.0 0.0 0.0
H 1.45718 0.78694 -2.42609 0.0 0.0 0.0
N -1.13948 1.86841 -0.04245 -0.1 -0.1 0.0
C -1.35437 2.79970 1.05426 0.0 0.0 -0.1
C -0.66215 2.64556 2.24640 0.1 0.0 0.1
C -0.76451 3.61618 3.22833 -0.1 0.1 0.0
C -1.56937 4.73475 3.03205 0.0 -0.1 0.0
C -2.31479 4.84563 1.86916 0.1 0.0 0.0
C -2.20270 3.87827 0.87712 0.0 0.1 0.0
S -1.55493 6.05603 4.25070 0.0 0.0 0.0
O -1.72344 5.37691 5.52343 0.0 -0.1 0.1
O -2.66185 6.91551 3.86483 -0.1 0.1 0.0
O -0.23730 6.64715 4.06170 0.0 0.0 0.0
H -1.74050 2.15852 -0.80566 0.0 0.0 0.0
H -0.18146 1.97575 -0.36415 0.0 0.0 0.0
H -0.05597 1.76353 2.40168 0.0 0.0 0.0
H -0.22506 3.52021 4.16178 0.0 0.0 0.0
H -2.95804 5.70673 1.74855 0.0 0.0 0.0
H -2.76151 3.97620 -0.04908 0.0 0.0 0.0
C -1.28527 -4.02870 0.93567 0.1 0.1 0.2
Si -1.99286 -2.96719 -0.46414 -0.1 0.1 0.0
C -3.81228 -3.47981 -0.50394 -0.1 0.0 0.0
C -1.31742 -3.77865 -2.05394 0.1 0.0 -0.1
H -1.42284 -5.09275 0.71776 0.0 0.0 0.0
H -1.80417 -3.79501 1.86808 0.0 0.0 0.0
H -0.22386 -3.85707 1.13253 0.0 0.0 0.0
H -3.91823 -4.56423 -0.61574 0.0 0.0 0.0
H -4.34859 -2.99749 -1.32578 0.0 0.0 0.0
H -4.30079 -3.17416 0.42336 0.0 0.0 0.0
H -1.39989 -4.86592 -1.95476 0.0 0.0 0.0
H -0.27425 -3.53986 -2.26255 0.1 0.0 0.0
H -1.90138 -3.49069 -2.93166 0.0 0.0 0.0
C -3.16788 -0.78707 -3.50955 0.0 0.0 0.0
As -1.58359 -0.15569 -2.57531 -0.1 0.0 -0.1
C -1.54259 1.64224 -3.34148 0.0 0.1 0.0
C -0.18814 -0.98958 -3.66617 0.0 0.0 0.0
H -3.02971 -0.69866 -4.58705 0.0 0.0 0.0
H -4.01336 -0.18034 -3.18956 0.0 0.0 0.0
H -3.36211 -1.82317 -3.24220 0.0 0.0 0.0
H -1.58943 1.58021 -4.42829 0.0 0.0 0.0
H -0.63057 2.16063 -3.04499 0.0 0.0 0.0
H -2.40381 2.20335 -2.97701 0.0 0.0 0.0
H 0.16270 -0.28901 -4.42357 0.0 0.0 0.0
H -0.60026 -1.87189 -4.15014 0.0 0.0 0.0
H 0.64514 -1.30581 -3.04053 0.0 0.0 0.0
C -3.59778 -0.00642 -0.03779 0.0 -0.3 -0.1
H -4.07287 0.60226 0.73948 0.0 0.0 0.0
H -4.32265 -0.41909 -0.74292 -0.1 0.1 0.0
```
Forces are in eV/Å.

## Properties
Energy above the lowest of the compared OMol25 structures with the same formula, charge and spin in kcal per mole: 11.7
E_LUMO in eV: 1.88
Total charge: -1
HOMO energy in Ha: -0.196